1.
Formula: C15H24ClNO2
Source: the Open Molecules 2025 dataset
Level of theory: ωB97M-V with the def2-TZVPD basis set

XYZ file:
```
43
C15H24ClNO2, DFT ωB97M-V with the def2-TZVPD basis set
C 5.79169 -1.07337 -0.97398
C 4.42119 -0.53977 -1.24799
C 3.39141 -1.37740 -1.63398
C 2.11016 -0.88819 -1.88767
C 1.86774 0.47289 -1.74850
C 2.88227 1.34121 -1.36582
C 4.14545 0.81989 -1.11886
Cl 5.41971 1.89401 -0.63446
C 2.61834 2.80773 -1.22190
H 3.26530 3.37397 -1.89073
H 1.58269 3.04105 -1.45373
H 2.83439 3.13235 -0.20476
H 0.89134 0.88894 -1.93986
O 1.19914 -1.82081 -2.27978
C -0.15499 -1.45537 -2.43941
C -0.87794 -1.28796 -1.10046
C -2.32745 -0.85412 -1.30142
C -3.13680 -0.85034 -0.00521
C -2.67082 0.20376 0.99599
N -3.48818 0.14660 2.19348
H -4.46566 0.28099 1.94412
C -3.11390 1.11209 3.21196
C -3.94624 0.84063 4.46471
O -3.75480 -0.47043 4.92562
H -3.71948 -1.03475 4.14085
H -3.65205 1.51110 5.27529
H -5.01150 1.01234 4.23884
H -2.05611 0.95640 3.44320
H -3.24751 2.15962 2.89218
H -1.64061 0.00294 1.30177
H -2.69394 1.20146 0.52119
H -3.07864 -1.83152 0.46824
H -4.18580 -0.66113 -0.24763
H -2.80449 -1.53917 -2.00634
H -2.35095 0.14415 -1.74574
H -0.84623 -2.24040 -0.56831
H -0.34230 -0.55331 -0.49786
H -0.59790 -2.28343 -3.00026
H -0.24613 -0.54584 -3.04660
H 3.56282 -2.43583 -1.74900
H 6.51866 -0.60416 -1.63570
H 5.82184 -2.14892 -1.12175
H 6.08626 -0.84792 0.05025
```

DFT total energy = -1251.39039 Ha
Energy relative to the best compared isomer or geometry (same formula, charge and spin) = 6.7 kJ/mol
LUMO energy = 0.7 eV
HOMO = -8.269 eV
Orbital gap = 0.3298 hartree



2.
Formula: C15H24ClO6P
Source: the Open Molecules 2025 dataset
Level of theory: ωB97M-V with the def2-TZVPD basis set

XYZ file:
```
47
C15H24ClO6P, DFT ωB97M-V with the def2-TZVPD basis set
C 3.16239 -2.30813 -1.73911
C 3.29344 -3.46165 -2.84845
P 1.80191 -4.60783 -3.00941
C 1.81975 -5.63069 -1.38365
C 0.16588 -3.67827 -2.94540
C -1.04749 -4.42858 -2.98319
Cl -1.09785 -6.22878 -3.14122
C -2.41099 -3.57613 -2.87902
O -3.42678 -3.82733 -3.54975
C -2.32836 -2.33211 -1.86210
C -1.12279 -1.57879 -1.83017
O -0.88973 -0.48010 -0.96912
C 0.02191 -2.07717 -2.85253
O 0.69408 -1.28136 -3.52763
H 2.50478 -2.60558 -0.85523
H 4.21931 -2.16124 -1.29933
H 2.88662 -1.28009 -2.17124
H 4.17128 -4.12976 -2.51193
H 3.62927 -3.03785 -3.86389
H 1.46098 -6.69436 -1.60078
H 2.83551 -5.59854 -0.86875
H 1.05414 -5.13305 -0.67994
H -3.18667 -2.08813 -1.16602
H 0.01907 -0.64245 -0.61305
C -1.53167 2.67351 -0.68621
O -1.44680 3.39127 0.53098
C -2.60938 3.23064 1.33720
C -2.28044 3.47069 2.80399
O -1.62371 2.36574 3.42866
C -0.26490 2.14247 3.04850
C 0.69915 3.17927 3.61032
O 0.63377 4.38585 2.85686
C 0.96766 5.52311 3.62698
H -2.35088 3.05574 -1.30298
H -0.59084 2.80210 -1.22235
H -1.67078 1.60579 -0.48939
H -3.02194 2.22139 1.21789
H -3.35030 3.96511 1.00097
H -3.22388 3.58793 3.34484
H -1.71891 4.39638 2.94885
H -0.17128 2.04021 1.96598
H -0.00193 1.17208 3.48016
H 1.72651 2.80299 3.53702
H 0.45858 3.36556 4.66208
H 0.28773 5.61972 4.48122
H 0.85059 6.40647 2.99737
H 2.00397 5.46398 3.97201
```

DFT total energy = -1838.73155 Ha
LUMO energy = -1.3 eV
HOMO = -8.471 eV
Orbital gap = 0.2648 hartree



3.
Formula: C15H24MnN6O6
Source: the Open Molecules 2025 dataset
Level of theory: ωB97M-V with the def2-TZVPD basis set

XYZ file:
```
52
C15H24MnN6O6, DFT ωB97M-V with the def2-TZVPD basis set
O 1.55305 -0.76915 -3.39546
H 0.96196 -0.29570 -4.02453
Mn -0.08936 -0.22983 -1.28225
N -0.14816 1.49068 0.23766
N 1.85306 0.50231 -0.95255
N -1.22293 -1.05362 0.33908
N 0.51932 -2.09635 -1.00620
O -0.88152 1.69227 1.28269
O -1.78190 -0.57923 1.45536
O 1.76222 -2.49839 -1.20302
O 2.89570 -0.24295 -1.06583
C 1.94290 1.82676 -0.69684
C 0.81577 2.39334 -0.00562
C -1.44524 -2.37693 0.18772
C -0.44262 -2.97085 -0.63060
C 0.83070 3.73816 0.60748
H 1.20729 3.70248 1.63992
H -0.18698 4.13270 0.62053
H 1.48122 4.40098 0.02702
C 3.18858 2.57708 -0.91599
H 2.98158 3.33210 -1.67908
H 3.98637 1.90774 -1.25028
H 3.49716 3.10850 -0.00747
C -2.43097 -3.19167 0.91205
C -0.28600 -4.41442 -0.86497
H -3.11483 -2.53342 1.43816
H -1.96486 -3.86874 1.63820
H -3.00616 -3.80443 0.21030
H 0.45858 -4.62303 -1.63908
H -1.24022 -4.80956 -1.19351
H -0.03435 -4.97532 0.03817
H -1.41927 0.39385 1.44115
H 2.34421 -1.57599 -1.24830
C -1.80037 0.62959 -1.76794
H -1.81128 1.72802 -1.88833
H -2.72814 0.11875 -1.57694
H -1.55236 0.32909 -2.82064
O -2.65039 3.89804 0.57317
H -3.55210 3.69692 0.27450
H -2.39349 3.03546 0.97782
N 1.33939 -0.61314 7.38039
C 1.23975 -0.57038 6.21592
C 1.13637 -0.52311 4.78405
C 0.65475 -1.60953 4.05975
C 0.60904 -1.53338 2.66256
N 0.91643 -0.41946 2.01710
C 1.47377 0.58540 2.67230
C 1.56381 0.59070 4.06603
H 0.30435 -2.50958 4.53236
H 0.29770 -2.39279 2.06591
H 1.85850 1.42196 2.08369
H 1.95580 1.47085 4.55157
```

DFT total energy = -2516.55262 Ha
Energy relative to the best compared isomer or geometry (same formula, charge and spin) = 357.6 kJ/mol
LUMO energy (spin up / spin down) = -1.6 / -2.0 eV
2S+1 = 6
<S²> = 9.2222
HOMO (spin up / spin down) = -7.666 / -8.130 eV
Orbital gap (spin up / spin down) = 0.2245 / 0.2243 hartree



4.
Formula: C15H24N2O2
Source: the Open Molecules 2025 dataset
Level of theory: ωB97M-V with the def2-TZVPD basis set

XYZ file:
```
43
C15H24N2O2, DFT ωB97M-V with the def2-TZVPD basis set
C -1.96184 0.25007 -2.54207
H -2.38318 -0.19349 -3.44175
C -0.53066 0.69662 -2.81094
H -0.52249 1.49240 -3.56000
H 0.02723 -0.15710 -3.20604
C 0.20464 1.22185 -1.55738
C 0.32642 0.13453 -0.58950
C 0.52052 -0.78971 0.15095
C 0.68056 -1.87864 1.09694
N 0.06885 -1.54941 2.37436
C -1.37562 -1.43922 2.27959
C -1.92375 -0.97764 3.62860
O -1.57604 -1.87626 4.65611
C -0.17739 -2.01258 4.73764
C 0.41595 -2.49859 3.41472
H 1.50357 -2.55299 3.50340
H 0.02560 -3.50907 3.19184
H 0.01556 -2.73219 5.53513
H 0.27738 -1.04470 4.99710
H -3.01402 -0.93765 3.61122
H -1.52269 0.02182 3.85410
H -1.62222 -0.70725 1.50861
H -1.83660 -2.40910 2.01347
H 0.25595 -2.80408 0.65882
H 1.75093 -2.03962 1.26497
C -0.49830 2.45253 -0.93775
C -1.37688 2.16130 0.27294
H -2.17117 1.45960 0.03158
H -1.83170 3.08699 0.61867
H -0.78544 1.74385 1.08388
H -1.08282 2.94695 -1.71481
H 0.29854 3.13693 -0.64192
O 1.50543 1.72055 -1.90838
C 2.47321 0.81242 -2.36476
C 2.72204 0.92214 -3.88417
C 3.21435 2.23052 -4.23374
N 3.60975 3.26493 -4.51498
H 1.79892 0.74330 -4.44038
H 3.46621 0.17798 -4.18090
H 2.19780 -0.21937 -2.11334
H 3.40506 1.05595 -1.83931
H -2.58846 1.08935 -2.25418
H -1.98320 -0.49393 -1.74839
```

DFT total energy = -845.85301 Ha
Energy relative to the best compared isomer or geometry (same formula, charge and spin) = 549.2 kJ/mol
LUMO energy = 0.6 eV
HOMO = -9.124 eV
Orbital gap = 0.3583 hartree